81
Properties=species:S:1:pos:R:3:forces:R:3 method="wB97M-V/def2-TZVPD" spin_multiplicity=2 charge=-1 orbital_gap_ev="1.5 / 9.3"
C 7.747210 7.043923 10.097496 -0.106 -0.990 -0.367
O 6.782085 7.762891 10.855809 -0.500 -0.083 0.436
C 5.478222 7.396281 10.756449 1.321 -2.029 -4.156
O 4.995306 6.553882 10.009248 0.998 0.393 1.354
O 4.812817 8.272300 11.380430 -3.030 2.702 3.108
C 3.364604 8.225154 11.502138 -0.487 0.322 -0.602
H 7.898454 6.061334 10.544432 -0.109 -0.158 -0.052
H 8.724108 7.527373 10.105627 -0.523 0.588 0.105
H 7.411051 6.921234 9.067911 0.044 0.017 0.039
H 2.918289 7.299624 11.865878 0.740 -0.194 0.118
H 2.827514 8.459982 10.583175 0.667 -0.343 -0.612
H 3.016959 9.054041 12.118737 0.795 -0.121 0.521
C 9.089085 12.910235 8.166469 -1.642 0.089 -0.457
O 10.159590 12.299091 8.845052 0.328 -0.134 0.279
C 9.908946 11.352828 9.768936 -2.033 -0.875 0.576
O 8.831384 11.070175 10.335218 2.722 1.188 -1.547
O 11.054488 10.698293 9.942713 -0.239 0.794 -0.930
C 11.162449 9.907041 11.087118 0.779 -0.309 0.933
H 9.326226 13.382669 7.213219 1.172 -0.451 0.058
H 8.626925 13.741996 8.698150 -0.038 -0.340 0.675
H 8.351600 12.150459 7.907731 -0.233 0.100 0.283
H 11.233282 10.590997 11.932862 -0.544 -0.319 0.343
H 12.142634 9.431282 11.055709 -0.076 -0.129 -0.364
H 10.393071 9.138159 11.157685 -0.126 0.319 0.147
C 12.974780 2.636811 9.916087 -1.825 -1.468 0.703
O 12.263908 3.709857 10.632182 0.013 0.178 0.045
C 10.908649 3.658869 10.836845 0.640 -0.238 -1.994
O 10.221212 2.668777 10.696680 0.651 0.501 0.653
O 10.342480 4.855677 11.060430 -0.981 -2.677 0.088
C 10.962421 6.080478 11.016678 1.269 1.798 -0.051
H 12.416201 1.709536 10.043598 -0.683 0.059 -0.094
H 13.895435 2.282793 10.379944 0.259 1.416 0.061
H 13.008948 2.779961 8.836065 0.252 0.712 0.266
H 10.199909 6.831672 11.222511 0.088 -0.280 0.621
H 11.320395 6.391505 10.035248 0.304 -0.603 -0.227
H 11.772011 6.094147 11.746390 0.055 0.397 -0.022
C 9.010145 -1.133119 12.479015 -0.201 1.681 0.805
C 9.912085 -0.806129 11.355094 -0.752 1.575 -0.756
O 9.023221 -0.900225 10.223738 3.010 -0.761 -1.363
C 7.796570 -0.811108 10.642524 -3.619 0.087 -4.188
O 6.798821 -0.756957 9.940788 1.728 -0.082 0.710
O 7.753154 -0.743615 11.903494 -0.686 -0.801 4.945
F 10.985053 -1.579540 11.276322 0.594 -0.832 -0.548
H 9.198332 -0.336945 13.199283 0.000 -0.726 0.785
H 9.102269 -2.149115 12.862882 -0.479 0.026 -0.117
H 10.197936 0.243901 11.417073 0.475 -0.003 -0.284
C 7.319682 10.297236 13.110130 0.641 -0.550 -0.273
C 8.261188 9.356542 13.888705 -0.508 0.449 -2.190
O 9.464221 10.081044 13.831325 0.773 0.834 1.757
C 9.239811 11.428495 13.657362 0.617 1.177 -0.652
O 10.056888 12.337327 13.745774 -2.009 -2.750 -0.035
O 7.953012 11.571609 13.282104 -0.221 0.700 0.522
F 8.523615 8.255127 13.135974 -0.192 -0.663 0.105
H 6.271190 10.255849 13.405197 0.236 0.491 0.283
H 7.396362 10.035695 12.054754 -0.060 -0.067 -0.026
H 7.857614 9.000440 14.836554 0.748 0.327 0.435
C 15.250946 -0.943044 12.892397 -0.467 0.419 0.731
Cl 15.404075 0.514479 11.917695 0.235 -0.087 -0.488
Cl 16.755952 -1.314545 13.752932 -0.052 -0.193 -0.170
H 14.520438 -0.653126 13.647658 0.067 -0.410 -0.036
H 14.900445 -1.799847 12.316942 0.315 0.241 -0.062
C 7.374775 2.920391 11.571802 0.518 -1.236 -1.055
Cl 8.088031 3.320943 13.094675 0.726 0.463 0.948
Cl 5.640888 3.031239 11.704624 -0.481 0.154 -0.394
H 7.825742 3.448691 10.731786 -0.423 0.681 0.377
H 7.661441 1.891430 11.354626 -0.377 -0.031 0.217
C 15.171594 5.138099 7.840586 0.377 0.211 0.852
Cl 14.487654 6.394998 8.954699 0.211 -0.670 -1.041
Cl 15.966661 3.891303 8.890924 -0.112 0.210 -0.635
H 14.434617 4.658678 7.196284 -0.286 0.215 0.508
H 15.954244 5.573252 7.219133 -0.157 0.117 0.320
C 11.672450 2.511710 14.254858 -1.201 -0.035 0.251
Cl 10.851854 1.808020 15.657831 -0.158 0.263 0.715
Cl 12.272515 1.130120 13.345174 0.551 0.382 -0.495
H 10.864084 2.990691 13.702384 0.323 -0.048 -0.291
H 12.390248 3.259118 14.592878 0.334 -0.559 -0.260
C 10.626827 6.739644 6.573502 -0.144 0.139 0.340
Cl 11.261926 7.952576 7.722643 0.078 0.667 0.251
Cl 11.421799 5.151765 6.958188 0.178 -0.751 -0.064
H 9.562608 6.642277 6.788123 -0.038 -0.075 -0.298
H 10.873370 7.039570 5.554998 -0.039 -0.016 -0.072